--- one ---
The following is a quantum chemistry calculation of C4H8O2 in the gas phase, from the Open Molecules 2025 dataset.

Geometry as XYZ:
```
14
C4H8O2 ωB97M-V with the def2-TZVPD basis set
C -0.34844 1.73639 0.57233
O 0.56971 1.12242 -0.31256
C 0.36416 -0.25164 -0.60436
C 1.07179 -1.25878 0.30241
C -1.10520 -0.61579 -0.73604
O -1.53518 -1.71754 -0.49120
H 0.11493 2.64356 0.97120
H -1.27103 2.04384 0.05944
H -0.60093 1.08249 1.41687
H 0.78506 -0.36754 -1.61408
H 2.13953 -1.03729 0.37462
H 0.63268 -1.32127 1.30410
H 0.95103 -2.25234 -0.14167
H -1.76810 0.19349 -1.10105
```

- E_LUMO (eV) = 0.856
- Kohn-Sham gap (eV) = 10.595
- HOMO (Ha) = -0.3579
- SMILES = CO[C@@H](C)C=O

--- two ---
The following is a quantum chemistry calculation of a molecular structure, C4H8O2, from the Open Molecules 2025 dataset.

Geometry as XYZ:
```
14
C4H8O2 ωB97M-V with the def2-TZVPD basis set
O -1.61528 -2.03015 -0.65198
C 0.38451 -0.40842 -0.65666
C 0.72482 1.06955 -0.60401
C 0.45470 1.27253 0.87172
C -0.46851 0.10404 0.98602
O -1.24646 -0.15255 1.86701
H -1.08998 -2.78300 -0.36532
H 0.08669 -0.72200 -1.68833
H 1.19893 -1.10494 -0.39004
H -0.03948 1.58600 -1.20151
H 1.72402 1.36241 -0.92118
H 1.31028 0.97939 1.49351
H 0.03978 2.22408 1.20354
H -1.46403 -1.39694 0.05724
```

- E_LUMO (eV) = 0.709
- Kohn-Sham gap (eV) = 10.090
- HOMO (Ha) = -0.3447

--- three ---
The following is a quantum chemistry calculation of 2 unconnected molecules or ions with the total composition C4H8O2, from the Open Molecules 2025 dataset.

Geometry as XYZ:
```
14
C4H8O2 ωB97M-V with the def2-TZVPD basis set
O -0.00546 -1.51233 1.02297
C -0.39564 -1.34659 -0.12367
C -0.12246 -0.13310 -0.90387
C 0.06030 1.18999 -0.16007
C 1.26616 0.50233 -0.65849
O 2.16910 -0.11168 0.17797
H -1.98665 -0.22117 1.89584
H -0.96014 -2.15272 -0.63527
H -0.52525 -0.10874 -1.91113
H -2.49342 0.29249 1.71590
H -0.28763 2.08472 -0.67019
H -0.12919 1.16381 0.91138
H 1.75610 0.90327 -1.54137
H 1.65418 -0.55027 0.88000
```

- E_LUMO (eV) = 0.827
- Kohn-Sham gap (eV) = 10.536
- HOMO (Ha) = -0.3568
- SMILES = O=C[C@H]1C[C@H]1O.[H][H]

--- four ---
The following is a quantum chemistry calculation of C4H8O2 in the gas phase, from the Open Molecules 2025 dataset.

Geometry as XYZ:
```
14
C4H8O2 ωB97M-V with the def2-TZVPD basis set
C -0.66688 1.86644 -0.98166
O 0.59404 1.64230 -0.38095
C 0.79664 0.36336 0.02619
C -0.15287 -1.63374 1.31926
C 0.74871 -0.74378 -0.71370
O 0.53760 -1.89197 -0.01040
H -0.69078 2.93100 -1.21811
H -0.78972 1.29048 -1.90570
H -1.50410 1.61492 -0.30981
H 1.23143 0.25519 1.01343
H 0.06252 -0.80766 2.04166
H -1.22012 -1.54980 1.09062
H 0.12708 -2.54151 1.82299
H 0.92644 -0.79524 -1.79381
```

- E_LUMO (eV) = 0.985
- Kohn-Sham gap (eV) = 8.911
- HOMO (Ha) = -0.2913
- SMILES = CO/C=C/OC

The data favor one; the next most stable structure lies 23.4 kcal/mol above it.

--- one ---
The following is a quantum chemistry calculation of C5H12O in the gas phase, from the Open Molecules 2025 dataset.

Geometry as XYZ:
```
18
C5H12O ωB97M-V with the def2-TZVPD basis set
C -1.25052 1.65535 0.16713
C -0.23516 0.67548 0.75798
C 0.39741 -0.31606 -0.24579
C 1.49887 -1.12995 0.45224
C -0.73696 -1.17742 -0.79650
O 0.98818 0.40083 -1.33171
H -0.85281 2.10362 -0.74780
H -1.46038 2.45923 0.88153
H -2.21060 1.18633 -0.07766
H -0.69448 0.12666 1.59402
H 0.60239 1.23933 1.17982
H 1.08778 -1.76182 1.24456
H 2.22808 -0.45114 0.91778
H 2.05612 -1.77013 -0.24254
H -1.40166 -1.51729 0.00562
H -0.35321 -2.05703 -1.30411
H -1.35934 -0.61776 -1.49859
H 1.68418 0.95751 -0.94952
```

- E_LUMO (eV) = 0.943
- Kohn-Sham gap (eV) = 11.092
- HOMO (Ha) = -0.3730
- SMILES = CCC(C)(C)O

--- two ---
The following is a quantum chemistry calculation of C5H12O in the gas phase, from the Open Molecules 2025 dataset.

Geometry as XYZ:
```
18
C5H12O ωB97M-V with the def2-TZVPD basis set
C -1.25945 0.73001 -0.99978
C -0.54377 -0.31132 -0.13464
C -1.55072 -1.10817 0.69414
C 0.53328 0.36923 0.72594
C 1.84453 0.51876 -0.03394
O 2.51789 -0.72594 0.06826
H -0.54888 1.38401 -1.52039
H -1.89258 1.36937 -0.37009
H -1.90115 0.26490 -1.75612
H -0.01961 -1.02098 -0.79060
H -2.17576 -0.44594 1.30707
H -1.04263 -1.80966 1.36512
H -2.21778 -1.68798 0.04510
H 0.17770 1.34860 1.07378
H 0.75641 -0.22710 1.61948
H 2.45597 1.33630 0.37793
H 1.63854 0.76173 -1.08972
H 3.22800 -0.74581 -0.58154
```

- E_LUMO (eV) = 1.019
- Kohn-Sham gap (eV) = 11.277
- HOMO (Ha) = -0.3770
- SMILES = CC(C)CCO

The data favor one; the next most stable structure lies 5.5 kcal/mol above it.